Entry from the OMol25 dataset: a molecular structure, C22H28KO11S2 (the ωB97M-V functional and the def2-TZVPD basis).

The geometry in XYZ format:
```
64
Properties=species:S:1:pos:R:3:nbo_charge:R:1
K -0.433 -0.220 0.129 0.888
C -4.145 0.324 0.267 -0.064
C -3.478 0.923 1.486 -0.084
O -2.784 2.076 1.064 -0.545
C -1.743 2.512 1.909 -0.074
C -0.836 3.405 1.094 -0.068
O -0.151 2.637 0.133 -0.554
C -0.070 3.174 -1.182 -0.064
C -0.354 2.096 -2.204 -0.115
O -1.681 1.659 -1.988 -0.561
C -2.019 0.429 -2.601 -0.106
C -3.325 -0.017 -1.982 -0.069
O -3.155 -0.208 -0.581 -0.556
H -4.705 1.115 -0.244 0.175
H -4.849 -0.458 0.577 0.168
H -2.793 0.192 1.932 0.192
H -4.242 1.174 2.237 0.159
H -1.173 1.660 2.299 0.184
H -2.138 3.072 2.769 0.159
H -0.125 3.909 1.760 0.169
H -1.458 4.167 0.611 0.174
H 0.933 3.578 -1.355 0.182
H -0.803 3.981 -1.293 0.164
H 0.377 1.289 -2.105 0.247
H -0.252 2.526 -3.211 0.160
H -1.247 -0.338 -2.483 0.243
H -2.174 0.566 -3.682 0.161
H -3.654 -0.950 -2.449 0.184
H -4.081 0.757 -2.154 0.163
O 1.903 0.008 -1.697 -1.032
S 2.787 -0.581 -0.702 2.410
O 4.114 0.004 -0.659 -1.014
O 2.152 -0.651 0.619 -1.065
C 3.069 -2.308 -1.207 -0.219
C 4.414 -2.667 -1.217 -0.226
C 4.832 -3.942 -1.564 -0.231
C 3.890 -4.890 -1.917 -0.227
C 2.547 -4.547 -1.914 -0.200
C 2.109 -3.273 -1.565 -0.336
S 0.292 -3.093 -1.602 2.418
O -0.010 -1.985 -2.496 -1.027
O -0.181 -4.380 -2.079 -1.015
O -0.086 -2.817 -0.216 -1.047
H 5.137 -1.910 -0.950 0.244
H 5.890 -4.179 -1.559 0.198
H 4.185 -5.894 -2.197 0.198
H 1.797 -5.274 -2.189 0.248
C 1.631 -1.216 3.566 -0.729
C 0.342 -0.480 3.811 0.582
O -0.601 -0.614 3.056 -0.578
C 0.225 0.430 4.995 -0.088
C 1.303 0.696 5.832 -0.187
C 1.157 1.559 6.908 -0.224
C -0.070 2.159 7.156 -0.200
C -1.152 1.895 6.325 -0.210
C -1.004 1.036 5.250 -0.195
H 1.514 -1.827 2.677 0.285
H 1.901 -1.822 4.434 0.216
H 2.444 -0.512 3.375 0.253
H 2.262 0.235 5.638 0.221
H 2.002 1.765 7.551 0.212
H -0.184 2.832 7.996 0.209
H -2.111 2.361 6.518 0.210
H -1.834 0.815 4.591 0.233
```

Calculated values
Charge ... -1
Energy relative to the best compared isomer or geometry (same formula, charge and spin) ... 0.00 kJ/mol
LUMO level ... 1.99 eV

***

Entry from the OMol25 dataset: a molecular structure, C22H28MnN2P2S (the ωB97M-V functional and the def2-TZVPD basis).

The geometry in XYZ format:
```
56
Properties=species:S:1:pos:R:3:mulliken_spin:R:1
C -2.694 -4.105 -0.306 -0.004
C -1.665 -3.199 -0.476 -0.085
C -1.860 -2.101 -1.353 0.058
C -3.065 -1.942 -2.037 -0.019
C -4.103 -2.856 -1.854 0.000
C -3.906 -3.928 -0.988 0.005
C -3.174 -0.743 -2.916 0.025
C -1.874 -0.443 -3.584 -0.032
C -0.718 -0.692 -2.842 0.002
C 0.560 -0.412 -3.403 -0.050
C 0.625 0.127 -4.677 -0.003
C -0.541 0.366 -5.409 0.002
C -1.792 0.082 -4.874 -0.003
H -2.569 -4.927 0.399 0.000
H -5.028 -2.720 -2.434 0.000
H -4.708 -4.638 -0.829 0.000
H -3.937 -0.915 -3.672 0.000
H 1.594 0.393 -5.095 0.001
H -0.478 0.777 -6.408 0.000
H -2.724 0.204 -5.440 0.000
N -0.879 -1.135 -1.530 0.167
Mn -0.180 -0.113 0.121 4.259
C -0.346 -3.398 0.242 0.020
H 0.497 -3.431 -0.466 0.001
H -0.351 -4.295 0.876 -0.002
C 1.828 -0.727 -2.646 -0.008
H 1.859 -1.798 -2.381 -0.004
H 2.728 -0.458 -3.226 0.000
P 0.000 -2.033 1.413 0.018
P 1.870 0.197 -1.038 -0.116
C 2.585 1.835 -1.483 0.008
H 2.795 2.371 -0.539 0.002
H 3.506 1.760 -2.096 0.001
H 1.791 2.369 -2.031 0.002
C 3.374 -0.621 -0.266 -0.027
H 4.297 -0.396 -0.841 -0.005
H 3.501 -0.215 0.751 -0.002
H 3.258 -1.719 -0.195 0.004
C -1.408 -2.098 2.590 -0.004
H -1.514 -3.141 2.939 0.000
H -1.235 -1.423 3.444 0.006
H -2.318 -1.756 2.066 -0.003
C 1.488 -2.485 2.356 0.013
H 1.774 -1.630 2.994 -0.001
H 1.212 -3.350 2.989 0.000
H 2.309 -2.726 1.656 -0.002
H -3.421 0.126 -2.266 -0.004
H 0.221 1.100 -0.839 -0.262
S 1.318 1.983 4.104 0.010
C 1.406 2.999 2.675 -0.007
C 0.919 2.391 1.551 0.030
N 0.433 1.108 1.834 -0.005
C 0.677 0.742 3.104 0.015
H 1.799 3.988 2.698 0.000
H 0.906 2.668 0.508 0.005
H 0.322 -0.217 3.484 0.000
```

Calculated values
Charge ... +1
Expectation value of S² ... 6.17
LUMO level (spin up / spin down) ... -3.34 / -3.30 eV
Spin multiplicity ... 5

***

Entry from the OMol25 dataset: C22H28N2O4 in the gas phase (the ωB97M-V functional and the def2-TZVPD basis).

The geometry in XYZ format:
```
56
Properties=species:S:1:pos:R:3:nbo_charge:R:1
C 4.256 4.787 -0.951 -0.714
C 3.561 4.314 -2.211 0.688
O 3.927 4.666 -3.316 -0.630
N 2.488 3.501 -2.048 -0.444
C 2.024 2.899 -0.823 -0.217
H 2.541 3.312 0.040 0.218
C 2.232 1.382 -0.879 -0.224
N 1.516 0.838 -2.019 -0.469
C 1.516 -0.616 -2.053 -0.245
H 1.454 -0.979 -1.024 0.218
C 0.272 -1.109 -2.806 0.068
O -0.868 -0.424 -2.346 -0.738
H -0.563 0.454 -2.071 0.491
C 0.081 -2.634 -2.651 -0.079
O 0.593 -3.190 -1.466 -0.507
C -0.146 -3.169 -0.309 0.257
C -1.347 -2.504 -0.129 -0.243
C -2.011 -2.571 1.088 -0.293
C -1.480 -3.300 2.142 0.273
C -0.260 -3.955 1.962 -0.244
C 0.396 -3.892 0.755 -0.229
H 1.335 -4.401 0.609 0.221
H 0.151 -4.514 2.788 0.223
O -2.052 -3.441 3.377 -0.496
C -3.325 -2.879 3.598 -0.101
C -3.347 -1.369 3.626 0.036
C -4.522 -0.684 3.345 -0.249
C -4.553 0.698 3.388 -0.202
C -3.407 1.409 3.705 -0.219
C -2.234 0.731 3.986 -0.200
C -2.204 -0.652 3.951 -0.240
H -1.290 -1.184 4.172 0.224
H -1.338 1.280 4.235 0.212
H -3.431 2.488 3.734 0.213
H -5.472 1.221 3.169 0.213
H -5.415 -1.238 3.092 0.210
H -3.621 -3.262 4.582 0.208
H -4.046 -3.254 2.857 0.181
H -2.938 -2.032 1.195 0.221
H -1.773 -1.906 -0.918 0.241
H 0.643 -3.135 -3.445 0.196
H -0.983 -2.861 -2.774 0.194
H 0.386 -0.911 -3.885 0.157
H 2.423 -1.034 -2.512 0.185
C 2.023 1.432 -3.248 -0.233
C 1.823 2.946 -3.207 -0.233
H 2.249 3.414 -4.095 0.254
H 0.753 3.175 -3.147 0.193
H 1.477 1.019 -4.096 0.209
H 3.096 1.211 -3.383 0.176
H 1.837 0.929 0.034 0.211
H 3.313 1.167 -0.939 0.168
H 0.951 3.103 -0.721 0.198
H 5.050 5.467 -1.246 0.246
H 3.563 5.312 -0.300 0.225
H 4.694 3.949 -0.413 0.223
```

Calculated values
Charge ... 0
Energy relative to the best compared isomer or geometry (same formula, charge and spin) ... 235.19 kJ/mol
LUMO level ... 0.52 eV
SMILES ... CC(=O)N1CCN(C[C@H](O)COc2ccc(OCc3ccccc3)cc2)CC1

***

Entry from the OMol25 dataset: 2 unconnected molecules or ions with the total composition C22H28N2O4 (the ωB97M-V functional and the def2-TZVPD basis).

The geometry in XYZ format:
```
56
Properties=species:S:1:pos:R:3:nbo_charge:R:1
O 2.077 -2.669 1.234 -0.594
O -1.479 2.664 -5.327 -0.633
O 1.483 0.976 -1.563 -0.630
O 0.971 -3.126 3.199 -0.510
C 2.032 -2.693 2.464 0.763
C -2.123 1.996 -4.530 0.676
C 0.586 0.785 -2.374 0.668
C 5.409 -1.251 4.705 -0.186
C -2.618 0.130 1.780 -0.218
C 4.398 -1.971 5.345 -0.228
C 5.333 -1.020 3.330 -0.224
C -1.921 -0.015 2.983 -0.193
C -2.516 -0.854 0.792 -0.215
C 3.309 -2.452 4.611 -0.178
C 4.245 -1.504 2.594 -0.162
C -1.139 -1.153 3.205 -0.237
C -1.725 -1.987 1.012 -0.221
C 3.210 -2.222 3.224 -0.113
C -1.038 -2.152 2.224 0.027
N 0.455 -0.461 -2.850 -0.612
N -1.649 1.594 -3.350 -0.623
C -3.532 1.570 -4.869 -0.708
C -0.237 -3.410 2.476 -0.108
C -0.331 -0.954 -3.981 -0.409
C -1.197 4.266 -2.090 -0.605
C -1.272 2.394 -0.445 -0.620
C -0.496 2.980 -1.635 -0.209
C -0.330 1.964 -2.792 -0.148
H 6.253 -0.872 5.275 0.216
H -3.230 1.011 1.613 0.215
H 4.453 -2.153 6.414 0.216
H 6.116 -0.460 2.827 0.219
H -1.989 0.754 3.747 0.215
H -3.051 -0.738 -0.144 0.206
H 2.531 -3.004 5.131 0.224
H 4.196 -1.305 1.526 0.239
H -0.609 -1.263 4.147 0.221
H -1.650 -2.745 0.238 0.209
H 1.094 -1.114 -2.419 0.413
H -2.257 1.045 -2.765 0.395
H -3.592 0.484 -4.875 0.220
H -4.222 1.982 -4.135 0.224
H -3.787 1.954 -5.857 0.247
H -0.846 -4.090 3.079 0.204
H -0.026 -3.928 1.534 0.210
H -1.372 -1.090 -3.687 0.183
H -0.268 -0.252 -4.816 0.211
H 0.068 -1.915 -4.309 0.212
H -1.184 4.995 -1.280 0.211
H -2.231 4.064 -2.370 0.197
H -0.669 4.685 -2.947 0.217
H -1.319 3.131 0.357 0.217
H -2.285 2.123 -0.739 0.183
H -0.752 1.515 -0.062 0.229
H 0.492 3.277 -1.284 0.233
H 0.229 2.480 -3.573 0.262
```

Calculated values
Charge ... 0
Energy relative to the best compared isomer or geometry (same formula, charge and spin) ... 109.00 kJ/mol
LUMO level ... 0.45 eV
SMILES ... CNC(=O)[C@@H](NC(C)=O)C(C)C.O=C(OCc1ccccc1)c1ccccc1

***

| no. | F_max (hartree/bohr) | total energy (Eh) |
| --- | --- | --- |
| 1 | 0.009 | -3079.20340 |
| 2 | 0.057 | -3196.30586 |
| 3 | 0.012 | -1265.58895 |
| 4 | 0.048 | -1265.63701 |